Record 1
C24H52InN2O4 as an isolated structure, computed with ωB97M-V/def2-TZVPD.

## Properties
LUMO energy (alpha / beta) in eV: 2.2917 / 2.2825
Net charge: -1
Expectation value of S²: 2.008
Spin multiplicity: 3
ΔE to the lowest compared entry with this formula, charge and spin in kcal per mole: 9.63

Atoms and positions in Å:
1 C -0.3999 -3.8131 -0.3402
2 C -0.9477 -3.0941 -1.5879
3 C -0.4329 -1.6622 -1.7233
4 O -0.1948 -1.2934 -3.0481
5 In 1.8295 -1.0019 -3.5583
6 C 2.5870 -2.8976 -4.4954
7 C 3.4053 -3.8836 -3.6423
8 C 3.3490 -3.7032 -2.1498
9 O 2.9464 -5.2460 -3.8673
10 H -1.1695 -4.3756 0.1762
11 H 0.3976 -4.4862 -0.6248
12 H 0.0176 -3.0886 0.3490
13 H -2.0300 -3.1021 -1.5250
14 H -0.6804 -3.6489 -2.4781
15 H -1.1776 -0.9941 -1.2715
16 H 0.4682 -1.5587 -1.1074
17 H 2.7413 -0.6731 -2.0642
18 H 1.8705 0.3647 -4.7006
19 H 1.7466 -3.4357 -4.9267
20 H 3.2157 -2.5990 -5.3300
21 H 4.4418 -3.8424 -3.9793
22 H 2.3659 -3.4203 -1.7992
23 H 3.5950 -4.6594 -1.6938
24 H 4.0970 -3.0028 -1.8100
25 H 2.7735 -5.3044 -4.8208
26 C -0.2009 4.3384 0.4405
27 C -0.6617 5.0490 -0.8604
28 C -2.1872 5.0251 -0.9788
29 C -2.7497 3.6458 -1.3172
30 C -2.0752 3.0765 -2.5656
31 C -0.5525 3.0544 -2.4576
32 N -0.0491 4.4084 -2.0599
33 O -0.0297 5.2221 -3.0619
34 C -0.1208 1.9585 -1.4683
35 C 0.0648 2.6225 -3.7763
36 C -0.1957 6.4971 -0.7612
37 H 0.1152 5.0653 1.1896
38 H -0.9886 3.7342 0.8918
39 H 0.6588 3.6958 0.2638
40 H -2.4940 5.7288 -1.7596
41 H -2.6191 5.3900 -0.0430
42 H -2.6235 2.9625 -0.4725
43 H -3.8264 3.7242 -1.4861
44 H -2.4255 2.0600 -2.7507
45 H -2.3698 3.6739 -3.4349
46 H 0.9575 1.9879 -1.3026
47 H -0.3555 0.9822 -1.8940
48 H -0.6217 2.0007 -0.5022
49 H -0.2498 3.2272 -4.6272
50 H -0.2405 1.5956 -3.9656
51 H 1.1521 2.6380 -3.7220
52 H 0.8931 6.5522 -0.7119
53 H -0.6031 6.9371 0.1496
54 H -0.5328 7.0991 -1.6028
55 C 1.4324 -0.1772 3.7574
56 C -0.0027 -0.1998 3.1657
57 C -1.0300 0.2126 4.2216
58 C -1.2672 -0.8527 5.2916
59 C -1.6251 -2.1931 4.6475
60 C -0.5959 -2.6470 3.6126
61 N -0.3412 -1.5519 2.6315
62 O -1.2927 -1.4846 1.7630
63 C 0.6980 -3.0867 4.3218
64 C -1.1093 -3.8725 2.8668
65 C -0.0190 0.8081 2.0252
66 H 1.9847 0.6899 3.3984
67 H 1.4395 -0.1330 4.8478
68 H 2.0100 -1.0448 3.4470
69 H -1.9825 0.4264 3.7264
70 H -0.7035 1.1466 4.6843
71 H -0.3863 -0.9587 5.9311
72 H -2.0813 -0.5349 5.9471
73 H -1.7207 -2.9657 5.4138
74 H -2.6048 -2.1048 4.1681
75 H 1.4798 -3.3085 3.5947
76 H 0.5085 -3.9960 4.8930
77 H 1.0827 -2.3525 5.0261
78 H -2.0809 -3.6964 2.4097
79 H -1.2157 -4.6994 3.5694
80 H -0.4127 -4.1731 2.0834
81 H 0.6800 0.5172 1.2394
82 H 0.2788 1.7876 2.4012
83 H -1.0068 0.9142 1.5800

=====

Record 2
C40H39Cl5Ge2N4Ru as an isolated structure, computed with ωB97M-V/def2-TZVPD.

## Properties
LUMO energy (alpha / beta) in eV: -5.3319 / -7.3351
Net charge: +2
Expectation value of S²: 6.020
Spin multiplicity: 5
ΔE to the lowest compared entry with this formula, charge and spin in kcal per mole: 0.00

Atoms and positions in Å:
1 Ru -0.4123 -0.9766 -2.0663
2 C -1.5260 -2.2631 0.5331
3 C -2.1236 -0.8655 0.6498
4 C -2.9549 -0.4248 -0.5250
5 C -4.2677 -0.0189 -0.3363
6 C -5.0252 0.4106 -1.4122
7 C -4.4517 0.4326 -2.6751
8 C -3.1415 0.0332 -2.8022
9 N -2.4081 -0.3952 -1.7582
10 N -0.3035 -2.2992 -0.3076
11 C 0.8791 -1.8224 0.4424
12 C 2.0060 -1.5072 -0.4982
13 C 3.3274 -1.6129 -0.1147
14 C 4.3210 -1.2222 -0.9995
15 C 3.9633 -0.7444 -2.2517
16 C 2.6269 -0.6697 -2.5790
17 N 1.6604 -1.0460 -1.7232
18 C -0.0618 -3.6768 -0.7988
19 C -0.9636 -4.0030 -1.9572
20 C -1.5078 -5.2589 -2.1449
21 C -2.2819 -5.4920 -3.2728
22 C -2.4934 -4.4589 -4.1720
23 C -1.9223 -3.2280 -3.9124
24 N -1.1692 -3.0038 -2.8298
25 H -1.2754 -2.6439 1.5278
26 H -2.2536 -2.9442 0.0876
27 H -2.7598 -0.8447 1.5341
28 H -1.3374 -0.1250 0.8447
29 H -4.6856 -0.0363 0.6608
30 H -6.0489 0.7286 -1.2664
31 H -4.9997 0.7657 -3.5444
32 H -2.6386 0.0614 -3.7603
33 H 0.6080 -0.9046 0.9713
34 H 1.1837 -2.5452 1.2062
35 H 3.5645 -1.9828 0.8738
36 H 5.3622 -1.2893 -0.7134
37 H 4.7064 -0.4342 -2.9721
38 H 2.3021 -0.3070 -3.5429
39 H 0.9767 -3.7434 -1.1327
40 H -0.1907 -4.3943 0.0160
41 H -1.3264 -6.0421 -1.4213
42 H -2.7175 -6.4673 -3.4436
43 H -3.0900 -4.5979 -5.0619
44 H -2.0559 -2.3952 -4.5899
45 Cl -0.3369 1.9429 -0.7568
46 C -0.1500 1.9739 -2.4864
47 C -0.1257 0.7486 -3.1266
48 C 0.0867 0.7412 -4.4930
49 Cl 0.1577 -0.8110 -5.2812
50 C 0.2480 1.9155 -5.2244
51 Cl 0.4964 1.8549 -6.9145
52 C 0.2085 3.1411 -4.5519
53 Cl 0.4077 4.5984 -5.4194
54 C 0.0160 3.1741 -3.1667
55 Cl -0.0076 4.6572 -2.3171
56 C -2.8352 2.0641 2.8096
57 Ge -1.1668 2.9868 3.2866
58 C -1.0116 4.6449 2.2676
59 C -1.0802 3.2741 5.2138
60 Ge 0.6411 1.5750 2.4689
61 C 0.9952 -0.1646 3.2694
62 C 2.2870 -0.7007 3.2915
63 C 2.5109 -2.0007 3.7279
64 C 1.4477 -2.7914 4.1480
65 C 0.1596 -2.2671 4.1499
66 C -0.0608 -0.9675 3.7144
67 C 2.3271 2.3928 1.9252
68 C 2.9441 2.0126 0.7313
69 C 4.1447 2.5832 0.3332
70 C 4.7491 3.5494 1.1259
71 C 4.1468 3.9425 2.3117
72 C 2.9443 3.3701 2.7064
73 H -3.6979 2.6627 3.1038
74 H -2.9059 1.0991 3.3147
75 H -2.8771 1.9082 1.7289
76 H -1.7449 5.3738 2.6135
77 H -1.1824 4.4568 1.2066
78 H -0.0179 5.0782 2.3805
79 H -1.9427 3.8661 5.5232
80 H -0.1749 3.8130 5.4896
81 H -1.0975 2.3274 5.7527
82 H 3.1266 -0.0877 2.9818
83 H 3.5209 -2.3911 3.7685
84 H 1.6252 -3.7973 4.5054
85 H -0.6676 -2.8653 4.5125
86 H -1.0724 -0.5702 3.7324
87 H 2.4714 1.2749 0.0908
88 H 4.6087 2.2836 -0.5992
89 H 5.6843 3.9980 0.8183
90 H 4.6133 4.6962 2.9322
91 H 2.4931 3.6884 3.6393

=====

Record 3
C28H50BrN5NaO3S3Se2 as an isolated structure, computed with ωB97M-V/def2-TZVPD.

## Properties
LUMO energy in eV: -2.5835
Net charge: +1

Atoms and positions in Å:
1 Na 0.5571 0.1972 0.1852
2 C -2.8272 1.0141 2.3643
3 C -3.8116 0.6049 1.2706
4 S -3.1218 -0.4787 -0.0107
5 C -3.6515 0.3684 -1.5180
6 C -3.1421 1.7946 -1.6988
7 S -1.3435 1.9528 -1.5532
8 C -1.1986 3.3731 -0.4371
9 C -1.8240 3.2325 0.9487
10 S -1.2629 1.7766 1.8743
11 H -3.3419 1.6817 3.0590
12 H -2.5193 0.1382 2.9382
13 H -4.6534 0.0972 1.7450
14 H -4.2229 1.4860 0.7806
15 H -3.2710 -0.2631 -2.3230
16 H -4.7410 0.3604 -1.5896
17 H -3.4521 2.1469 -2.6840
18 H -3.6039 2.4627 -0.9733
19 H -0.1223 3.5005 -0.3399
20 H -1.5998 4.2655 -0.9217
21 H -1.5739 4.1255 1.5245
22 H -2.9115 3.1921 0.8910
23 C -2.2117 -3.2375 -2.7535
24 Se -0.7881 -2.0104 -2.2481
25 C 0.4791 -2.4899 -3.6666
26 C 1.0584 -1.2684 -4.3531
27 Se 2.0084 -0.1334 -3.0738
28 C 1.6169 1.5762 -3.9026
29 H -1.8667 -4.2678 -2.7246
30 H -2.5829 -2.9863 -3.7442
31 H -3.0094 -3.1090 -2.0236
32 H -0.0703 -3.1096 -4.3761
33 H 1.2679 -3.1100 -3.2375
34 H 0.2699 -0.6629 -4.7986
35 H 1.7526 -1.5726 -5.1367
36 H 1.9518 1.5654 -4.9369
37 H 2.1803 2.3183 -3.3435
38 H 0.5526 1.7849 -3.8295
39 N 6.3058 -0.2586 0.3790
40 C 4.8339 -0.2271 -0.0689
41 C 4.4185 -1.6355 -0.5207
42 C 3.4364 -2.3233 0.4381
43 N 2.0898 -1.8061 0.1946
44 C 3.8634 -2.0611 1.8785
45 C 3.8427 -0.5781 2.2758
46 N 2.5525 -0.2424 2.8758
47 C 4.0240 0.3443 1.0685
48 H 6.9197 -0.5621 -0.3774
49 H 6.4328 -0.8942 1.1687
50 H 6.5944 0.6760 0.6742
51 H 4.8184 0.4836 -0.8953
52 H 5.3021 -2.2694 -0.6564
53 H 3.9609 -1.5431 -1.5059
54 H 3.4939 -3.4040 0.2606
55 H 1.4434 -2.1041 0.9201
56 H 1.7149 -2.1580 -0.6828
57 H 4.8761 -2.4692 1.9985
58 H 3.2419 -2.6278 2.5758
59 H 4.6696 -0.4135 2.9869
60 H 2.4489 0.7618 2.9771
61 H 2.4602 -0.6541 3.7972
62 H 4.4232 1.3195 1.3634
63 H 3.0482 0.5489 0.6434
64 Br 1.9389 3.5850 2.4884
65 C 2.2231 4.6514 0.9357
66 C 2.1527 6.0254 1.1161
67 C 2.3713 6.8688 0.0392
68 C 2.6862 6.3352 -1.2027
69 C 2.7760 4.9624 -1.3555
70 C 2.5249 4.0907 -0.2968
71 C 2.5675 2.6001 -0.5957
72 O 3.5430 2.1839 -1.2446
73 O 1.6022 1.9066 -0.1744
74 H 1.9326 6.4271 2.0954
75 H 2.3073 7.9396 0.1775
76 H 2.8683 6.9870 -2.0463
77 H 3.0479 4.5314 -2.3099
78 N -0.5886 -1.5969 1.7479
79 C -1.2143 -2.2642 2.4543
80 N -1.9294 -3.0305 3.2541
81 C -1.3429 -3.5684 4.4848
82 C -2.4676 -3.8106 5.4749
83 O -3.4572 -4.6498 4.9123
84 C -4.0577 -4.0462 3.7815
85 C -3.0321 -3.8185 2.6880
86 H -0.6239 -2.8509 4.8777
87 H -0.8291 -4.5114 4.2682
88 H -2.9122 -2.8526 5.7731
89 H -2.0888 -4.3159 6.3616
90 H -4.5182 -3.0917 4.0666
91 H -4.8354 -4.7245 3.4350
92 H -3.4617 -3.2699 1.8498
93 H -2.6502 -4.7797 2.3277

=====

| no. | strongest force on any atom (eV Å⁻¹) |
| --- | --- |
| 1 | 1.576 |
| 2 | 0.106 |
| 3 | 1.018 |